a | DFT (ωB97M-V/def2-TZVPD) results for a gas-phase ion, C3H7O2S (charge -1).

The geometry in ORCA input format:
```
! wB97M-V def2-TZVPD RIJCOSX def2/J DEFGRID3
* xyz -1 1
H -1.058 -1.689 -0.451
O 1.905 1.134 -1.628
O 1.728 -1.274 -1.430
H 0.790 -0.605 1.354
H 1.213 1.124 1.190
H -1.556 -0.517 0.878
H -2.052 -0.256 -0.830
S 1.011 -0.018 -1.712
C -1.312 -0.633 -0.183
C -0.149 0.334 -0.150
H -0.740 1.270 -0.332
H -0.201 0.725 2.090
C 0.420 0.403 1.203
*
```

Summary:
**Frontier orbital gap**: 0.2564 hartree
**Molecular weight**: 107.15 g mol⁻¹
**E_LUMO**: 0.15277 Ha

=====

b | DFT (ωB97M-V/def2-TZVPD) results for 2 unconnected molecules or ions with the total composition C3H7O2S.

The geometry in ORCA input format:
```
! wB97M-V def2-TZVPD RIJCOSX def2/J DEFGRID3
* xyz -1 1
H 0.536 3.174 0.034
H -1.230 0.990 1.429
H -0.345 0.628 -0.214
S 1.333 1.137 1.199
H 1.975 3.357 1.127
C 0.989 2.918 1.011
H 0.221 3.120 1.758
H -0.364 -0.504 1.040
H -0.696 -2.467 -0.198
O -0.443 -1.385 -1.965
C -0.964 -2.282 -1.278
O -2.053 -2.868 -1.512
C -0.398 0.572 0.872
*
```

Summary:
**Frontier orbital gap**: 0.2554 hartree
**Molecular weight**: 107.15 g mol⁻¹
**E_LUMO**: 0.11437 Ha

=====

Pick b: it beats the second-best structure by 54.3 kJ/mol.

=====

a | DFT (ωB97M-V/def2-TZVPD) results for 2 unconnected molecules or ions with the total composition C3H7O2S.

The geometry in ORCA input format:
```
! wB97M-V def2-TZVPD RIJCOSX def2/J DEFGRID3
* xyz -1 1
H -0.664 1.286 0.886
O 1.666 -1.860 1.577
H 1.470 0.060 1.030
H -2.147 0.417 0.911
H -0.707 -0.638 2.564
O 0.972 2.390 -2.244
H -0.895 -1.779 1.245
C 1.001 -0.875 1.362
C -0.496 -0.791 1.501
C -1.092 0.313 0.659
H 0.149 1.860 -2.200
S -1.024 0.030 -1.139
H 1.621 1.709 -2.479
*
```

Summary:
**Frontier orbital gap**: 0.2539 hartree
**Molecular weight**: 107.15 g mol⁻¹
**E_LUMO**: 0.14598 Ha

=====

b | DFT (ωB97M-V/def2-TZVPD) results for 2 unconnected molecules or ions with the total composition C3H7O2S.

The geometry in ORCA input format:
```
! wB97M-V def2-TZVPD RIJCOSX def2/J DEFGRID3
* xyz -1 1
H 1.127 2.233 0.845
O -1.632 1.201 -0.294
O -0.681 -0.105 -2.006
C -1.468 -1.461 0.071
S -0.699 0.084 -0.580
H -2.041 -1.294 1.011
H -2.098 -2.131 -0.641
H 1.526 -1.022 -0.032
C 1.586 1.337 0.370
H 2.460 1.130 0.917
H -0.620 -1.955 0.360
H 1.908 1.769 -0.533
C 0.633 0.215 0.511
*
```

Summary:
**Frontier orbital gap**: 0.2683 hartree
**Molecular weight**: 107.15 g mol⁻¹
**E_LUMO**: 0.14971 Ha

=====

Pick a: it beats the second-best structure by 402.0 kJ/mol.

=====

a | DFT (ωB97M-V/def2-TZVPD) results for 5 unconnected molecules or ions with the total composition H10O5.

The geometry in ORCA input format:
```
! wB97M-V def2-TZVPD RIJCOSX def2/J DEFGRID3
* xyz 0 1
H 0.842 -0.997 -1.948
H 3.683 -0.180 1.713
O 2.795 -0.553 1.692
O -3.113 1.992 -0.562
H -1.035 -1.601 -0.902
O 0.648 -1.864 -1.575
H 0.642 -2.453 -2.338
O -0.977 -0.723 -1.295
H 1.097 0.764 1.437
H -0.074 0.022 2.059
H -3.498 2.078 -1.441
H 2.325 -0.081 2.389
H -0.674 -0.162 -0.571
H -2.832 2.886 -0.339
O 0.171 0.874 1.680
*
```

Summary:
**Frontier orbital gap**: 0.3413 hartree
**Molecular weight**: 90.08 g mol⁻¹
**E_LUMO**: 0.02069 Ha
**Structure (SMILES)**: O.O.O.O.O

=====

b | DFT (ωB97M-V/def2-TZVPD) results for 5 unconnected molecules or ions with the total composition H10O5.

The geometry in ORCA input format:
```
! wB97M-V def2-TZVPD RIJCOSX def2/J DEFGRID3
* xyz 0 1
H 2.510 -0.532 -1.890
O -2.665 -0.210 -0.534
O 0.693 3.020 0.510
O -0.373 -1.454 2.455
H 0.302 -2.135 2.524
O 1.833 -1.209 -2.025
H -0.673 -0.039 -0.168
O 0.188 0.220 0.213
H -2.813 -0.850 -1.242
H 0.838 -0.002 -0.471
H 0.485 2.081 0.325
H -2.627 0.648 -0.979
H -0.002 -0.790 1.838
H 2.247 -2.032 -1.737
H 0.058 3.284 1.182
*
```

Summary:
**Frontier orbital gap**: 0.4056 hartree
**Molecular weight**: 90.07 g mol⁻¹
**E_LUMO**: 0.01033 Ha
**Structure (SMILES)**: O.O.O.O.O

=====

c | DFT (ωB97M-V/def2-TZVPD) results for 5 unconnected molecules or ions with the total composition H10O5.

The geometry in ORCA input format:
```
! wB97M-V def2-TZVPD RIJCOSX def2/J DEFGRID3
* xyz 0 1
O 0.156 2.640 1.778
O -1.665 -1.849 0.715
O 2.022 -1.136 0.696
O -0.059 0.605 -3.093
H -0.970 0.582 -3.387
H -0.112 0.513 -2.142
H -0.058 3.525 1.482
H 0.730 0.068 -0.205
H 2.887 -1.542 0.750
H -0.157 2.070 1.077
O -0.209 0.248 -0.231
H -2.350 -2.216 1.274
H -1.620 -2.446 -0.032
H 2.029 -0.464 1.377
H -0.621 -0.598 -0.060
*
```

Summary:
**Frontier orbital gap**: 0.4109 hartree
**Molecular weight**: 90.07 g mol⁻¹
**E_LUMO**: 0.01578 Ha
**Structure (SMILES)**: O.O.O.O.O

=====

Pick b: it beats the second-best structure by 5.2 kJ/mol.

=====

a | DFT (ωB97M-V/def2-TZVPD) results for 5 unconnected molecules or ions with the total composition H10O5.

The geometry in ORCA input format:
```
! wB97M-V def2-TZVPD RIJCOSX def2/J DEFGRID3
* xyz 0 1
H -1.078 -1.095 0.049
H -0.992 0.850 -0.736
O 1.772 2.112 -1.233
H 1.530 -1.031 0.162
H 0.909 2.058 -0.846
H -1.516 -1.259 2.434
O -0.587 1.550 -0.221
H -0.857 1.292 0.612
H -0.970 -1.543 -1.319
O -0.809 -1.239 1.857
O 1.230 -0.933 -0.731
H 0.773 -0.059 -0.588
O -1.552 -1.026 -0.774
H 2.157 1.219 -1.049
H -0.009 -0.898 2.384
*
```

Summary:
**Frontier orbital gap**: 0.3850 hartree
**Molecular weight**: 90.07 g mol⁻¹
**E_LUMO**: -0.00701 Ha
**Structure (SMILES)**: O.O.O.O.O

=====

b | DFT (ωB97M-V/def2-TZVPD) results for 5 unconnected molecules or ions with the total composition H10O5.

The geometry in ORCA input format:
```
! wB97M-V def2-TZVPD RIJCOSX def2/J DEFGRID3
* xyz 0 1
O -1.047 5.735 -6.396
H -1.310 5.373 -7.252
H 1.963 4.375 -5.948
O -2.031 8.457 -5.669
H -0.394 7.095 -4.621
H 1.161 5.067 -4.837
O 0.409 6.672 -4.293
H 1.528 9.840 -2.897
O 1.621 8.885 -2.797
H -2.667 9.182 -5.676
H 0.889 7.355 -3.784
H -2.564 7.650 -5.617
H -0.253 6.258 -6.571
O 1.609 4.226 -5.066
H 2.560 8.732 -2.620
*
```

Summary:
**Frontier orbital gap**: 0.3937 hartree
**Molecular weight**: 90.07 g mol⁻¹
**E_LUMO**: 0.01773 Ha
**Structure (SMILES)**: O.O.O.O.O

=====

c | DFT (ωB97M-V/def2-TZVPD) results for 5 unconnected molecules or ions with the total composition H10O5.

The geometry in ORCA input format:
```
! wB97M-V def2-TZVPD RIJCOSX def2/J DEFGRID3
* xyz 0 1
H -1.034 2.913 0.994
H -1.014 -1.985 0.130
H 1.568 0.884 -1.017
H 0.468 -0.924 -1.210
H 2.033 1.270 0.441
H -0.110 1.794 0.396
O 1.348 -0.723 -1.621
O 1.624 1.622 -0.358
H -1.024 0.065 1.420
O -0.941 1.962 0.838
H 1.710 -1.458 -2.089
H -1.701 -1.725 -1.252
O -1.132 -0.871 1.605
H -0.934 -1.030 2.533
O -0.861 -1.793 -0.808
*
```

Summary:
**Frontier orbital gap**: 0.4393 hartree
**Molecular weight**: 90.07 g mol⁻¹
**E_LUMO**: 0.02559 Ha
**Structure (SMILES)**: O.O.O.O.O

=====

Pick c: it beats the second-best structure by 41.3 kJ/mol.

=====

a | DFT (ωB97M-V/def2-TZVPD) results for 2 unconnected molecules or ions with the total composition C5H12NO.

The geometry in ORCA input format:
```
! wB97M-V def2-TZVPD RIJCOSX def2/J DEFGRID3
* xyz 0 2
C -0.575 -1.044 -2.465
O 1.171 0.908 1.358
H -1.187 2.587 -0.080
C -1.493 1.601 0.284
H -2.457 1.733 0.782
C 1.259 -0.285 2.039
H 0.250 -0.741 -3.111
H -0.699 1.302 1.002
H 2.648 -0.944 0.727
H 3.247 -0.622 2.158
H -1.538 -0.913 -2.960
H -2.492 0.600 -1.391
N 2.454 -1.082 1.717
H 1.256 -0.109 3.119
H -0.462 -2.118 -2.279
C -0.583 -0.236 -1.206
C -1.545 0.617 -0.860
H 0.417 -0.944 1.797
H 0.329 -0.308 -0.631
*
```

Summary:
**Frontier orbital gap (alpha / beta)**: 0.3713 / 0.2643 hartree
**Molecular weight**: 102.16 g mol⁻¹
**E_LUMO (alpha / beta)**: 0.03857 / -0.06847 Ha

=====

b | DFT (ωB97M-V/def2-TZVPD) results for a single C5H12NO molecule.

The geometry in ORCA input format:
```
! wB97M-V def2-TZVPD RIJCOSX def2/J DEFGRID3
* xyz 0 2
C 0.929 -0.441 -1.164
H 0.016 -1.047 0.646
H 1.925 -0.636 0.651
H 0.461 1.468 0.090
H -1.825 0.224 1.652
H 0.893 -1.336 -1.723
H 3.090 -0.525 -0.759
H -2.444 -0.968 -0.137
C 2.208 -0.051 -0.289
H -1.832 0.044 -1.544
N -0.379 0.999 0.422
H 0.904 0.244 -1.968
O 2.316 1.269 -0.086
H -1.411 -1.684 -1.305
C -0.276 -0.349 -0.147
H -0.603 0.615 2.794
H -1.390 1.994 1.972
C -0.967 0.948 1.711
C -1.616 -0.765 -0.815
*
```

Summary:
**Frontier orbital gap (alpha / beta)**: 0.3598 / 0.2449 hartree
**Molecular weight**: 102.16 g mol⁻¹
**E_LUMO (alpha / beta)**: 0.04015 / -0.07086 Ha

=====

Pick a: it beats the second-best structure by 76.8 kJ/mol.

=====

a | DFT (ωB97M-V/def2-TZVPD) results for 2 unconnected molecules or ions with the total composition C2H9N2O.

The geometry in ORCA input format:
```
! wB97M-V def2-TZVPD RIJCOSX def2/J DEFGRID3
* xyz 1 1
H -0.622 -0.238 0.621
N -0.209 0.561 0.114
O -0.431 -2.123 1.030
H -0.629 2.640 -0.175
H -1.154 1.884 1.404
H -0.105 -2.926 0.639
H 1.124 -1.069 -2.383
H 0.532 2.094 1.186
H 1.134 1.247 -1.482
C -0.372 1.934 0.638
H -0.312 -2.136 1.991
H 0.036 -1.541 -1.088
N 0.507 -0.782 -1.535
C 0.502 0.455 -0.962
*
```

Summary:
**Frontier orbital gap**: 0.4176 hartree
**Molecular weight**: 77.11 g mol⁻¹
**E_LUMO**: -0.12971 Ha

=====

b | DFT (ωB97M-V/def2-TZVPD) results for 2 unconnected molecules or ions with the total composition C2H9N2O.

The geometry in ORCA input format:
```
! wB97M-V def2-TZVPD RIJCOSX def2/J DEFGRID3
* xyz 1 1
H -1.065 -0.125 -1.041
O -0.669 -1.650 -1.795
H 1.975 0.981 2.196
H 0.479 -0.912 0.532
H -0.666 -1.652 -2.759
H -0.724 -2.572 -1.520
C -0.398 0.956 0.655
H -1.942 1.282 -0.715
N -1.013 0.861 -0.700
H -0.436 1.376 -1.374
N 1.757 0.177 1.631
C 0.598 0.099 0.935
H 2.056 -0.734 1.935
H -0.642 1.899 1.110
*
```

Summary:
**Frontier orbital gap**: 0.3540 hartree
**Molecular weight**: 77.11 g mol⁻¹
**E_LUMO**: -0.11892 Ha

=====

c | DFT (ωB97M-V/def2-TZVPD) results for 2 unconnected molecules or ions with the total composition C2H9N2O.

The geometry in ORCA input format:
```
! wB97M-V def2-TZVPD RIJCOSX def2/J DEFGRID3
* xyz 1 1
O 0.867 -0.126 -0.045
C -2.179 -0.576 0.113
H 1.624 -0.054 -1.884
H -3.217 -0.615 0.502
H 4.030 -0.070 -1.022
H 3.261 0.434 0.468
H -2.017 1.358 0.619
H -1.742 -1.459 0.545
N 3.111 0.166 -0.561
H -2.044 -0.470 -0.981
H -1.489 0.360 1.863
N -1.506 0.549 0.841
H -0.545 0.561 0.361
C 1.846 -0.058 -0.819
*
```

Summary:
**Frontier orbital gap**: 0.4258 hartree
**Molecular weight**: 77.11 g mol⁻¹
**E_LUMO**: -0.11288 Ha

=====

Pick c: it beats the second-best structure by 8.6 kJ/mol.